No. 1
{
  "formula": "C28H36IrN4O2P2S2",
  "method": "ωB97M-V with the def2-TZVPD basis set",
  "spin_multiplicity": 6,
  "de_lowest_kj_mol": 568.54,
  "homo_energy_ev": [-10.82, -12.96],
  "s_squared": 8.8216,
  "e_tot_ha": -3040.75203,
  "homo_lumo_gap_ha": [0.1666, 0.1731],
  "charge": 2,
  "lumo_energy_ev": [-6.3, -8.2],
  "symbols": ["Ir", "C", "C", "C", "C", "C", "C", "C", "C", "C", "S", "C", "N", "H", "H", "H", "H", "H", "H", "H", "H", "C", "P", "C", "C", "C", "P", "C", "C", "H", "H", "H", "H", "H", "H", "H", "H", "H", "H", "H", "H", "H", "H", "H", "H", "O", "C", "N", "C", "O", "C", "C", "C", "C", "C", "C", "H", "H", "H", "H", "S", "C", "N", "C", "C", "C", "N", "H", "H", "H", "H", "H", "H", "H", "H"],
  "positions_angstrom": [[-1.1945, -0.5186, -1.1839], [2.4168, -0.2755, 4.8360], [2.8399, 0.9787, 3.9756], [3.1127, 2.1852, 4.6842], [3.4063, 3.3248, 3.9424], [3.4322, 3.2343, 2.6127], [3.9249, 4.3176, 1.8283], [4.0407, 4.2296, 0.4485], [3.6747, 3.0279, -0.2552], [3.2188, 1.9349, 0.4212], [2.8638, 0.4389, -0.3524], [3.1359, 2.0664, 1.9072], [2.8138, 0.9395, 2.6549], [3.1385, -0.4965, 5.6540], [2.3059, -1.1429, 4.1824], [1.4564, 0.0361, 5.2425], [3.1544, 2.2525, 5.7649], [3.6259, 4.3000, 4.3837], [4.1710, 5.2655, 2.3628], [4.2736, 5.1245, -0.2289], [3.6864, 3.0170, -1.3787], [-4.3678, -0.7464, -1.6026], [-2.9068, -1.8827, -1.7890], [-2.9849, -2.1969, -3.6016], [-3.2073, -3.3082, -0.7169], [-2.0113, -3.6113, 0.1155], [-1.0412, -2.0792, 0.5303], [0.6988, -2.4614, 0.7803], [-1.5603, -1.6347, 2.2218], [-5.3645, -1.0793, -1.9066], [-4.0640, 0.1134, -2.2381], [-4.5417, -0.3786, -0.5783], [-3.9394, -2.6501, -3.8923], [-2.1119, -2.7781, -3.9236], [-3.0095, -1.1322, -4.0708], [-3.5412, -4.1093, -1.3928], [-4.0624, -2.9889, -0.1631], [-1.2769, -4.2778, -0.4859], [-2.3625, -4.1506, 0.9990], [0.7894, -3.0528, 1.6751], [1.3047, -1.5871, 1.0954], [1.2018, -2.8040, -0.1650], [-1.4414, -2.4180, 2.9719], [-2.5434, -1.2434, 2.2676], [-0.8186, -0.8362, 2.5390], [-0.1867, -3.0736, -2.6112], [0.1094, -2.1386, -3.3038], [-0.0557, -0.6341, -3.0492], [0.4845, 0.1496, -4.0266], [0.7977, 1.2414, -3.9272], [0.9206, -0.9254, -5.2901], [1.3723, -0.5952, -6.5146], [1.5649, -1.7695, -7.3565], [1.2495, -2.9688, -6.6184], [0.7616, -3.2840, -5.4664], [0.4675, -2.1959, -4.6515], [1.5163, 0.3772, -6.9460], [2.1262, -1.8483, -8.2852], [1.5681, -3.7390, -7.2054], [0.5129, -4.3040, -5.0293], [-0.6367, 1.5771, -0.3775], [-1.1083, 1.8554, 1.2826], [-0.2463, 2.3011, 2.1153], [-0.5733, 2.7795, 3.5433], [-2.0708, 3.0820, 3.6787], [-2.8423, 1.8426, 3.1223], [-2.3863, 1.6203, 1.7210], [0.7472, 2.2857, 1.8505], [-0.0838, 3.7434, 3.6418], [-0.2123, 1.9321, 4.1632], [-2.2646, 4.0203, 3.1708], [-2.4129, 3.2675, 4.7083], [-3.8728, 2.1301, 2.9743], [-2.5855, 0.8630, 3.5870], [-2.9963, 1.4617, 0.9283]],
  "forces_ev_per_angstrom": [[1.27, -0.83, -0.40], [0.84, 1.31, -1.13], [-0.26, -0.15, 0.93], [0.42, 0.86, -0.59], [-0.52, -0.80, 3.91], [0.97, 0.66, -4.73], [0.10, 1.41, -0.94], [-0.47, 0.66, -1.01], [0.25, 1.74, -1.02], [-0.28, -1.11, 1.86], [0.00, 0.63, 0.10], [-0.46, -2.51, 0.89], [-0.05, 0.27, -0.55], [-0.55, 0.28, -0.60], [-0.01, 0.10, 0.15], [-0.11, -0.43, 0.36], [-0.16, -0.32, -0.04], [0.01, -0.45, 0.19], [-0.13, -0.80, -0.62], [-0.01, -1.35, 1.48], [0.17, -0.04, 1.32], [0.35, 0.65, 0.06], [-1.84, 1.32, -1.64], [-0.05, 1.58, -0.22], [-0.19, 0.16, -1.64], [1.88, -1.33, -0.71], [0.30, 0.10, 0.65], [1.03, 0.70, -0.80], [1.93, 1.08, 0.29], [0.37, -0.48, -0.38], [-0.47, -0.32, 0.41], [0.52, -0.15, -0.19], [0.23, -0.19, 0.24], [-0.53, 0.23, -0.09], [0.37, -1.83, 0.71], [0.22, -0.09, 0.44], [-0.62, 0.01, 0.71], [-1.15, 1.01, 1.06], [0.59, 0.10, 0.16], [0.04, -1.14, -0.05], [-0.70, 0.27, -0.45], [-0.63, -0.24, 1.10], [-0.03, -0.36, -0.40], [-1.00, 0.40, 0.01], [-0.92, -0.63, -0.34], [-0.97, -1.19, 2.66], [0.09, 4.57, -2.52], [-1.57, -3.82, 2.73], [1.03, -6.04, -2.52], [0.99, 5.99, 0.11], [-2.44, 3.64, 4.10], [0.02, -1.92, -1.53], [-0.09, 2.28, 2.17], [1.49, -1.06, -3.68], [-2.36, -2.43, 3.90], [1.87, 0.85, -1.61], [0.12, 0.51, 0.56], [-0.42, 0.27, 0.18], [0.59, -2.68, -1.39], [0.77, 1.12, -1.23], [-0.05, 0.27, -0.47], [-2.56, -1.25, 0.39], [1.43, 1.14, 2.01], [-0.22, -0.57, -1.02], [0.10, -1.65, 0.23], [1.07, 0.79, -1.59], [1.77, 0.41, -1.76], [-0.49, 0.12, 0.14], [0.74, -0.39, 0.39], [-0.10, 1.04, 0.12], [-0.42, -0.17, -0.56], [0.60, -0.28, -0.14], [-0.50, -0.63, 0.72], [-0.78, 1.06, 0.58], [-0.41, 0.06, 0.55]],
  "mulliken_spin": [1.529, -0.001, 0.019, -0.026, 0.019, -0.021, 0.181, -0.077, 0.151, -0.025, 0.738, 0.038, -0.015, 0.001, 0.000, 0.002, 0.000, -0.001, 0.004, 0.000, -0.002, 0.004, -0.015, 0.030, -0.019, 0.033, -0.045, 0.003, 0.030, 0.002, 0.001, 0.005, 0.003, 0.005, 0.002, -0.006, -0.008, 0.001, 0.004, 0.001, -0.002, 0.002, 0.002, 0.002, 0.000, 0.180, 0.284, 0.250, 0.033, 0.042, 0.381, -0.025, 0.537, 0.217, 0.092, 0.164, -0.001, -0.001, 0.020, 0.010, 0.249, 0.011, 0.009, 0.002, 0.002, 0.001, 0.003, -0.009, -0.001, 0.000, 0.000, 0.000, 0.000, 0.001, 0.001]
}

No. 2
{
  "formula": "C5H5NO",
  "method": "ωB97M-V with the def2-TZVPD basis set",
  "de_lowest_kj_mol": 336.97,
  "homo_energy_ev": -9.38,
  "e_tot_ha": -323.39134,
  "homo_lumo_gap_ha": 0.3464,
  "charge": 0,
  "smiles": "C#CC(=C)C#N.O",
  "lumo_energy_ev": 0.0,
  "symbols": ["O", "C", "C", "C", "C", "C", "N", "H", "H", "H", "H", "H"],
  "positions_angstrom": [[-1.7238, -0.6911, -1.2432], [-0.7073, -0.6248, 0.7363], [0.5138, -0.2486, 0.2952], [0.8791, 1.1359, 0.2047], [1.1566, 2.3076, 0.2172], [1.5107, -1.2628, 0.0840], [2.3015, -2.1045, -0.0005], [-2.1707, 0.1586, -1.1456], [-1.4264, 0.1160, 1.0675], [-0.9710, -1.6648, 0.8752], [-0.7850, -0.4615, -1.3682], [1.4225, 3.3398, 0.2774]],
  "forces_ev_per_angstrom": [[-0.28, 0.13, -0.95], [0.69, 0.08, 0.77], [-0.05, -0.07, 0.96], [0.18, 0.49, 0.12], [-0.07, -0.41, 0.00], [0.79, -0.73, -0.03], [-0.72, 0.78, -0.07], [-0.01, -0.04, -0.26], [0.14, -0.07, -0.10], [0.14, 0.10, 0.00], [-0.78, -0.12, -0.33], [-0.05, -0.16, -0.11]],
  "lowdin_charge": [-0.049, 0.070, -0.360, -0.113, 0.137, -0.194, 0.157, 0.066, 0.103, 0.105, 0.045, 0.033]
}

No. 3
{
  "formula": "C3H12",
  "method": "ωB97M-V with the def2-TZVPD basis set",
  "de_lowest_kj_mol": 74.67,
  "homo_energy_ev": -11.98,
  "e_tot_ha": -121.44072,
  "homo_lumo_gap_ha": 0.4725,
  "charge": 0,
  "smiles": "C.C.C",
  "lumo_energy_ev": 0.9,
  "symbols": ["C", "H", "H", "H", "H", "C", "H", "H", "H", "H", "C", "H", "H", "H", "H"],
  "positions_angstrom": [[-3.7285, 2.1314, 1.4148], [-3.2960, 2.8740, 0.7119], [-3.8955, 1.1005, 1.0120], [-3.2999, 2.0271, 2.4674], [-4.7267, 2.5312, 1.5918], [1.6907, -1.9871, -3.5149], [1.8146, -2.4127, -2.5415], [0.7701, -1.5218, -3.6846], [2.5727, -1.4201, -3.8348], [1.5043, -2.8362, -4.1725], [2.1213, -0.0682, 2.1060], [1.8891, 0.0941, 3.1769], [2.8449, -0.8352, 2.2901], [1.1666, -0.3236, 1.6277], [2.5723, 0.6465, 1.3496]],
  "forces_ev_per_angstrom": [[-0.71, -0.45, 1.00], [0.41, -0.91, 0.64], [0.51, 1.02, 0.01], [0.03, 0.42, -1.70], [-0.24, -0.07, 0.05], [0.91, -1.32, -1.03], [-0.06, 0.17, 0.72], [-1.20, 1.58, 0.47], [-0.45, -0.10, 0.07], [0.80, -0.33, -0.23], [-0.34, 0.46, -0.41], [0.08, 1.57, -0.74], [0.16, -1.18, -0.93], [0.45, -0.80, 0.20], [-0.34, -0.05, 1.88]],
  "lowdin_charge": [-0.076, 0.021, 0.022, 0.037, -0.004, -0.043, 0.008, -0.009, 0.028, 0.016, -0.068, 0.023, -0.008, 0.012, 0.041]
}